H26O13 | the ωB97M-V functional and the def2-TZVPD basis

Structure (XYZ):
```
39
Properties=species:S:1:pos:R:3
O 2.506 0.342 -4.106
H 1.839 -1.326 1.892
O -1.404 -2.911 -0.861
H -1.262 1.129 -2.335
H 1.136 -4.680 -3.209
O 0.283 0.271 0.902
H 2.144 0.479 -3.223
H 3.225 0.981 -4.167
H -3.708 3.473 1.812
H -1.388 -3.035 -1.817
H 4.231 3.382 -0.905
H -2.608 0.646 2.958
H -1.258 -0.187 1.634
H -3.899 1.151 3.581
H -1.589 -1.972 -0.750
O 2.671 1.638 2.192
O -1.702 1.235 -3.186
O 3.285 3.451 -0.734
H -2.577 2.459 1.738
O 0.237 3.484 -2.720
H -1.961 -3.584 2.423
O 1.165 -3.741 -2.995
H 1.246 0.271 0.925
H 0.973 -2.554 2.119
O -3.485 0.354 3.230
H -1.378 0.495 -3.711
H 0.245 -3.510 -2.826
H 3.310 1.664 2.913
O -3.213 2.931 1.187
O 1.871 -2.224 2.239
H -0.563 -3.986 2.863
H 1.036 3.874 -2.348
H 2.994 2.536 -0.652
H 0.126 2.663 -2.227
H -1.919 -1.435 1.072
O -1.092 -3.812 2.076
O -1.393 -1.124 1.818
H 1.822 1.777 2.627
H 0.056 -0.605 0.571
```

* energy relative to the best compared isomer or geometry (same formula, charge and spin): 397.1 kJ/mol
* 2S+1: 1
* M: 234.19 u
* frontier orbital gap: 10.7 eV
* total charge: 0
* energy: -27037.8319 eV